[1]
C4H4N2O | wB97M-V/def2-TZVPD

Results
* net charge: 0

Structure (XYZ):
```
11
Properties=species:S:1:pos:R:3:forces:R:3
H -1.56096 0.41380 -1.28204 3.34 0.41 0.10
H 0.23028 2.45505 -0.42723 0.10 -0.52 0.54
C -0.09954 1.43733 -0.18380 0.49 1.02 1.32
H 0.99264 -0.76639 -1.78572 1.33 -0.07 -1.85
N 0.31263 -0.68932 -1.10810 -2.77 1.61 0.40
H 0.48855 -1.88016 1.94853 -0.51 0.12 0.86
C 0.03365 -1.16065 1.28535 1.56 -2.81 0.55
O -0.32330 0.03292 1.88932 -0.99 -0.58 1.54
C 0.45917 -1.30413 0.01128 -0.07 -0.15 -0.59
C -0.06940 0.79721 0.94978 -0.02 3.91 -1.34
N -0.46372 0.66434 -1.29738 -2.48 -2.94 -1.53
```
Positions in Å, forces in eV/Å.

=====

[2]
C4H6FGaO4 | wB97M-V/def2-TZVPD

Results
* multiplicity: 2
* net charge: +1

Structure (XYZ):
```
16
Properties=species:S:1:pos:R:3:forces:R:3
H -0.07253 -0.40110 -3.25296 0.68 0.03 0.17
H -1.03566 -0.38206 -0.49159 0.03 0.19 0.18
H 1.34468 1.30705 0.08933 0.22 -0.83 -0.49
H -1.07409 1.41788 -0.32634 0.04 -0.17 -0.01
C 0.72534 0.49167 0.46320 -0.02 -0.25 2.58
O 1.48885 -0.08097 -1.89880 -0.18 -0.53 -0.81
O 0.62266 0.92980 1.96558 -0.47 0.45 -0.54
H 0.37146 -1.80554 -2.26795 0.75 0.30 0.01
F 1.25630 -0.76600 0.54802 -0.52 1.77 -0.17
Ga -2.23132 -0.50180 4.07475 -4.23 -2.98 2.04
C -0.59548 0.72353 2.37875 2.20 -2.86 -2.58
H 1.43885 -1.28461 -3.59545 0.03 0.28 0.68
C 0.80043 -0.89756 -2.76078 -1.28 -0.08 -0.51
C -0.75496 0.47548 0.12412 0.13 0.13 -0.32
O -0.87870 0.43669 3.54046 3.21 3.80 -0.22
O -1.40583 0.33755 1.40967 -0.57 0.75 -0.01
```
Positions in Å, forces in eV/Å.

=====

Largest force on an atom across the listed records, respectively: 4.14; 5.57 eV/Å.
Relative energy (zero: lowest compared OMol25 entry of this formula, charge and spin) across the listed records, respectively: 9.073; 1.973 eV.
DFT total energy across the listed records, respectively: -9231.415; -67518.643 eV.